# 1
# C4H9NOS2

2 unconnected molecules or ions with the total composition C4H9NOS2 in a non-equilibrium geometry (ωB97M-V/def2-TZVPD, the OMol25 dataset).

Atoms and positions in Å:
N: 1.75 0.32 -3.56
C: -2.38 0.14 0.06
C: -2.81 1.45 0.42
O: -2.05 2.44 0.61
C: -1.09 -0.42 0.60
S: 0.23 -0.73 -0.62
S: 1.89 -0.74 0.69
C: 1.41 -0.87 2.42
H: 2.51 -0.12 -3.06
H: 1.85 1.35 -3.69
H: -2.79 -0.43 -0.76
H: -3.94 1.63 0.15
H: -1.27 -1.25 1.23
H: -0.76 0.45 1.27
H: 0.96 0.18 -2.94
H: 1.95 -0.08 2.98
H: 1.06 -1.79 2.82

The charge is -1. The calculation puts the energy relative to the best compared isomer or geometry (same formula, charge and spin) at 2.241 eV. The calculation puts the energy at -29499.50269 eV. For the HOMO energy (alpha / beta), the calculation gives -2.6 / -2.5 eV. As for the spin multiplicity: 2.

***

# 2
# C2H10N4O

A molecular structure, C2H10N4O in a non-equilibrium geometry (ωB97M-V/def2-TZVPD, the OMol25 dataset).

Atoms and positions in Å:
C: 0.32 -0.20 -0.17
C: 0.90 -1.55 0.18
N: -0.04 0.65 0.90
N: -0.36 1.88 0.51
N: -1.44 -0.50 0.87
N: -0.31 -0.02 -1.44
O: 1.86 0.59 -0.51
H: 1.77 1.55 -0.43
H: -0.55 2.51 1.27
H: -0.88 1.95 -0.37
H: -1.28 -1.05 1.71
H: -2.19 0.08 0.51
H: -1.30 -0.07 -1.64
H: 0.37 -0.22 -2.17
H: 1.77 -1.71 -0.45
H: 0.15 -2.33 0.01
H: 1.23 -1.56 1.21

The calculation puts the energy relative to the best compared isomer or geometry (same formula, charge and spin) at 5.650 eV. The calculation puts the energy at -10239.47652 eV. For the HOMO energy, the calculation gives -9.0 eV.

***

# 3
# C42H91CdN5O23

A molecular structure, C42H91CdN5O23 in a non-equilibrium geometry (ωB97M-V/def2-TZVPD, the OMol25 dataset).

Atoms and positions in Å:
O: -1.33 3.78 2.01
H: -1.08 3.45 2.88
H: -1.58 3.08 1.41
H: -0.54 4.16 1.62
O: -4.32 0.89 2.26
H: -3.67 1.16 1.61
H: -5.09 0.52 1.82
H: -4.56 1.70 2.71
Cd: 2.65 -1.67 3.01
C: -2.19 0.30 5.11
C: -1.88 1.75 4.99
C: -0.35 2.10 4.47
O: -0.15 3.30 4.16
C: 0.57 0.95 4.36
C: 0.17 -0.29 4.61
C: -1.26 -0.69 4.94
O: -1.64 -1.91 4.98
O: 1.18 -1.11 4.52
O: -2.64 2.68 5.17
H: -3.25 0.12 5.23
H: 1.56 1.36 4.18
C: -1.19 -1.30 -0.81
C: -2.14 -0.40 -0.20
C: -1.54 0.76 0.71
O: -2.22 1.69 1.05
C: -0.10 0.70 1.12
C: 0.63 -0.34 0.67
C: 0.13 -1.28 -0.36
O: 0.90 -2.17 -1.02
O: 1.71 -0.53 1.38
O: -3.36 -0.61 -0.20
H: -1.65 -1.91 -1.57
H: 0.29 1.31 1.92
O: -0.76 -4.57 -0.87
H: -1.34 -4.45 -0.12
H: -0.38 -3.70 -1.02
O: -3.94 -3.13 -1.28
H: -3.31 -3.84 -1.39
H: -3.53 -2.55 -0.63
O: -3.46 -0.63 -3.10
H: -3.71 -1.53 -2.93
H: -3.08 -0.33 -2.27
C: -3.44 4.69 -1.11
O: -2.85 5.49 -2.15
C: -1.40 5.24 -2.30
C: -0.61 6.14 -1.29
N: -0.88 6.04 0.15
C: 0.10 6.65 0.94
C: 1.37 5.77 1.14
O: 0.97 4.47 1.52
C: 2.11 3.57 1.65
H: -3.04 3.69 -1.00
H: -4.44 4.49 -1.50
H: -3.54 5.17 -0.13
H: -1.18 5.53 -3.33
H: -1.02 4.23 -2.16
H: -0.73 7.19 -1.58
H: 0.45 5.93 -1.44
H: -1.62 6.70 0.36
H: -0.41 7.11 1.78
H: 0.41 7.61 0.51
H: 1.97 6.22 1.92
H: 2.00 5.72 0.25
H: 2.88 4.09 2.21
H: 2.68 3.42 0.73
H: 2.05 2.61 2.17
C: -1.49 -2.72 -4.92
O: -0.60 -3.89 -5.02
C: 0.63 -3.96 -4.19
C: 0.70 -5.37 -3.65
N: 1.56 -5.25 -2.42
C: 2.27 -6.53 -2.14
C: 3.19 -6.53 -0.87
O: 4.00 -7.70 -0.79
C: 4.88 -7.82 0.32
H: -1.95 -2.68 -3.93
H: -2.26 -2.81 -5.70
H: -0.94 -1.81 -5.16
H: 0.51 -3.27 -3.35
H: 1.47 -3.81 -4.86
H: 1.09 -6.11 -4.35
H: -0.33 -5.61 -3.39
H: 0.96 -4.90 -1.68
H: 2.90 -6.67 -3.02
H: 1.54 -7.34 -2.11
H: 2.56 -6.45 0.01
H: 3.82 -5.65 -1.01
H: 5.66 -7.05 0.31
H: 5.38 -8.78 0.19
H: 4.35 -7.87 1.27
C: 0.80 -4.44 2.69
O: 1.83 -3.47 2.38
C: 2.72 -3.96 1.38
C: 3.61 -2.95 0.80
N: 4.27 -2.27 1.90
C: 4.95 -1.04 1.38
C: 5.26 -0.15 2.59
O: 4.00 -0.12 3.36
C: 4.10 0.88 4.43
H: 1.08 -5.45 2.40
H: 0.00 -4.28 1.97
H: 0.38 -4.52 3.70
H: 2.15 -4.41 0.57
H: 3.27 -4.79 1.82
H: 3.21 -2.39 -0.05
H: 4.35 -3.47 0.20
H: 5.06 -2.77 2.26
H: 4.40 -0.58 0.56
H: 5.86 -1.40 0.89
H: 5.69 0.82 2.33
H: 6.07 -0.62 3.16
H: 3.33 0.71 5.19
H: 3.91 1.87 4.01
H: 5.03 0.92 5.00
C: 7.67 3.37 -3.67
O: 6.40 2.87 -3.43
C: 6.33 2.46 -2.05
C: 4.99 2.46 -1.39
N: 4.07 1.42 -1.88
C: 2.74 1.47 -1.13
C: 1.67 2.29 -1.82
O: 1.43 2.04 -3.20
C: 1.08 0.81 -3.57
H: 7.58 4.36 -3.23
H: 7.79 3.57 -4.74
H: 8.53 2.97 -3.13
H: 6.94 3.01 -1.34
H: 6.86 1.50 -1.97
H: 4.63 3.47 -1.57
H: 5.03 2.25 -0.33
H: 3.84 1.80 -2.79
H: 2.75 1.57 -0.05
H: 2.37 0.45 -1.23
H: 2.00 3.32 -1.72
H: 0.72 2.20 -1.29
H: 1.85 0.12 -3.23
H: 1.02 0.81 -4.66
H: 0.05 0.61 -3.27
C: -6.71 -1.82 3.74
O: -7.14 -1.33 2.50
C: -6.79 -2.01 1.36
C: -6.91 -1.15 0.03
N: -5.92 -0.13 -0.05
C: -6.21 0.65 -1.26
C: -5.24 1.90 -1.29
O: -5.46 2.46 -2.54
C: -6.65 3.16 -2.81
H: -7.50 -1.69 4.48
H: -5.83 -1.27 4.06
H: -6.48 -2.89 3.82
H: -7.43 -2.88 1.33
H: -5.85 -2.56 1.42
H: -7.95 -0.89 -0.14
H: -6.75 -1.78 -0.84
H: -5.02 -0.52 -0.29
H: -7.24 1.03 -1.22
H: -6.10 0.01 -2.14
H: -4.18 1.75 -1.12
H: -5.52 2.62 -0.52
H: -7.40 2.50 -3.27
H: -6.49 3.93 -3.56
H: -7.18 3.56 -1.95

The calculation puts the energy at -104120.55606 eV. For the HOMO energy, the calculation gives -6.5 eV.

***

# 4
# C6H19InNO3

A molecular structure, C6H19InNO3 in a non-equilibrium geometry (ωB97M-V/def2-TZVPD, the OMol25 dataset).

Atoms and positions in Å:
In: -0.93 2.62 0.15
C: 2.41 -1.15 0.19
C: 1.12 -0.32 0.34
C: 0.66 -0.36 1.78
O: -0.49 0.47 1.96
C: -1.14 0.19 3.22
N: 1.46 1.04 -0.07
H: 2.80 -1.18 -0.84
H: 2.28 -2.20 0.49
H: 3.24 -0.75 0.79
H: 0.37 -0.76 -0.32
H: 1.43 0.02 2.46
H: 0.32 -1.37 2.05
H: -0.41 0.10 4.02
H: -1.76 -0.72 3.14
H: -1.78 1.03 3.47
H: 2.26 1.36 0.49
H: 1.96 0.97 -0.98
C: 0.26 0.72 -3.26
O: -0.19 1.90 -2.57
H: 1.22 0.92 -3.76
H: 0.38 -0.11 -2.56
H: -0.41 0.42 -4.06
H: -0.37 2.53 -3.29
C: -2.58 -1.11 -0.18
O: -1.99 0.07 -0.78
H: -2.42 -1.11 0.89
H: -3.65 -1.09 -0.42
H: -2.19 -2.02 -0.63
H: -1.84 -0.10 -1.72

The charge is +3. The calculation puts the energy relative to the best compared isomer or geometry (same formula, charge and spin) at 1.147 eV. The calculation puts the energy at -19298.93440 eV. For the HOMO energy, the calculation gives -21.7 eV.